The following is a quantum chemistry calculation of a molecular structure, C20H28CeCl5NSi3 in a non-equilibrium geometry, from OMol25.

Last column: Mulliken spin population.
Positions of all 58 atoms, in Å:
Ce1 -1.01 -0.18 0.94  1.019
Cl1 -4.62 -0.35 1.61  0.000
C1 -3.87 -1.83 2.12  0.000
C2 -2.48 -1.84 2.01  0.000
C3 -1.85 -3.03 2.35  -0.008
Cl2 -0.13 -3.04 2.11  -0.001
C4 -2.52 -4.15 2.83  0.000
Cl3 -1.68 -5.58 3.27  0.000
C5 -3.92 -4.09 2.94  0.000
Cl4 -4.78 -5.44 3.54  0.000
C6 -4.60 -2.92 2.56  -0.001
Cl5 -6.32 -2.88 2.65  0.000
C7 4.00 0.75 0.54  -0.001
Si1 2.24 0.07 0.68  0.005
C8 2.11 -1.67 -0.12  0.000
C9 1.90 -0.28 2.56  -0.001
C10 0.84 1.16 -0.05  -0.010
Si2 0.72 2.94 0.61  -0.008
C11 1.04 2.99 2.50  0.001
C12 -1.14 3.46 0.47  0.007
C13 1.87 4.16 -0.28  -0.001
Si3 0.55 0.97 -1.92  0.001
C14 2.13 1.06 -3.00  -0.001
C15 -0.77 2.15 -2.65  0.002
C16 -0.32 -0.72 -2.29  -0.001
C17 -0.20 -1.36 -3.52  0.000
C18 -0.97 -2.48 -3.81  0.000
C19 -1.85 -2.94 -2.85  0.000
C20 -1.92 -2.27 -1.65  0.002
N1 -1.18 -1.18 -1.36  -0.003
H1 4.74 0.04 0.90  0.000
H2 4.12 1.66 1.13  0.000
H3 4.24 0.99 -0.49  0.000
H4 2.58 -2.43 0.50  0.000
H5 2.60 -1.70 -1.09  0.000
H6 1.06 -1.98 -0.28  0.001
H7 2.10 -1.32 2.81  0.000
H8 0.87 -0.05 2.90  0.000
H9 2.57 0.30 3.19  0.000
H10 0.34 2.35 3.05  0.001
H11 0.92 4.00 2.87  0.000
H12 2.04 2.67 2.75  0.000
H13 -1.82 2.60 0.64  -0.003
H14 -1.37 3.88 -0.50  0.001
H15 -1.39 4.22 1.21  0.000
H16 2.90 3.81 -0.22  0.000
H17 1.84 5.15 0.15  0.000
H18 1.63 4.24 -1.34  0.000
H19 2.71 1.92 -2.71  0.000
H20 1.89 1.16 -4.05  0.000
H21 2.75 0.18 -2.87  0.000
H22 -0.44 3.18 -2.60  0.000
H23 -1.72 2.08 -2.13  -0.001
H24 -0.95 1.93 -3.70  0.000
H25 0.50 -0.97 -4.25  0.000
H26 -0.90 -2.98 -4.77  0.000
H27 -2.48 -3.80 -3.04  0.000
H28 -2.61 -2.59 -0.87  -0.001

E_tot in a.u.: -4478.092043
Charge: +1
E_HOMO (alpha / beta) in Eh: -0.4031 / -0.4011
LUMO level (alpha / beta) in eV: -3.37 / -3.29
2S+1: 2